1.
{"formula": "C40H40N4O4", "method": "ωB97M-V with the def2-TZVPD basis set", "elements": ["C", "C", "N", "C", "C", "C", "C", "C", "C", "C", "C", "C", "C", "C", "C", "C", "C", "C", "N", "C", "C", "C", "C", "C", "C", "C", "C", "C", "C", "H", "H", "H", "H", "H", "H", "H", "H", "H", "H", "H", "H", "H", "H", "H", "H", "H", "H", "H", "H", "H", "H", "H", "H", "H", "H", "H", "H", "H", "H", "H", "C", "C", "C", "C", "C", "N", "O", "O", "C", "C", "C", "C", "C", "C", "N", "O", "O", "C", "C", "H", "H", "H", "H", "H", "H", "H", "H", "H"], "coordinates": [[4.86027, -3.05318, 3.98377], [6.10580, -2.35555, 4.49932], [6.02834, -0.91770, 4.42214], [7.32958, -0.28039, 4.41337], [7.30088, 1.15247, 4.90932], [6.16522, 1.94870, 4.27451], [4.87367, 1.20019, 4.24180], [4.86052, -0.22192, 4.34903], [3.60857, -0.89637, 4.33362], [2.44231, -0.16790, 4.12100], [2.45661, 1.23577, 3.86044], [1.27796, 1.99277, 3.46733], [0.00830, 1.35705, 3.56645], [-1.20996, 1.94036, 3.86660], [-2.41764, 1.19349, 4.11215], [-2.44215, -0.21387, 4.33421], [-3.63438, -0.91922, 4.43791], [-4.88202, -0.22623, 4.40482], [-6.06392, -0.90568, 4.46209], [-6.15920, -2.34357, 4.52572], [-4.91887, -3.04947, 4.00682], [-3.65021, -2.41457, 4.56896], [-7.35901, -0.25625, 4.45693], [-7.31130, 1.18351, 4.93536], [-6.16638, 1.94744, 4.28134], [-4.86998, 1.19707, 4.28522], [-3.66708, 1.86678, 4.14088], [3.69361, 1.89548, 4.03898], [3.59627, -2.38619, 4.52676], [4.85857, -3.02383, 2.88785], [4.90412, -4.10392, 4.28328], [6.28551, -2.65074, 5.55134], [6.99460, -2.68658, 3.93926], [8.00251, -0.88964, 5.03547], [7.74404, -0.31405, 3.38668], [7.17544, 1.15124, 5.99667], [8.25783, 1.62571, 4.67896], [6.03005, 2.89180, 4.82229], [6.43780, 2.23950, 3.24568], [1.48712, -0.68252, 4.22820], [1.34170, 3.07474, 3.64476], [-0.00581, 0.28304, 3.34136], [-1.27511, 3.02998, 3.97847], [-1.50077, -0.76523, 4.42247], [-6.34238, -2.64734, 5.57368], [-7.04994, -2.65922, 3.96088], [-4.97816, -4.10498, 4.28459], [-4.90808, -2.99909, 2.91231], [-2.77954, -2.82686, 4.04830], [-3.55240, -2.70126, 5.62942], [-7.78091, -0.29142, 3.43413], [-8.04027, -0.84889, 5.08539], [-8.26787, 1.65798, 4.70462], [-7.19293, 1.19714, 6.02372], [-6.44559, 2.18854, 3.24338], [-6.02586, 2.90222, 4.79893], [-3.67660, 2.95389, 4.02564], [3.72985, 2.98948, 4.08057], [2.72208, -2.81115, 4.02355], [3.50675, -2.64058, 5.59687], [1.49405, 3.11566, 1.55074], [2.76186, 3.79557, 1.39631], [3.95236, 3.01702, 1.22252], [5.20400, 3.58812, 1.23171], [5.32082, 4.98436, 1.41582], [6.57908, 5.52049, 1.83219], [6.69476, 6.75786, 1.97081], [7.51748, 4.71772, 2.06804], [4.17653, 5.80181, 1.42400], [2.92172, 5.21787, 1.40423], [0.26864, 3.85221, 1.26553], [-0.07446, 4.94224, 2.10947], [-1.24632, 5.66135, 1.92164], [-2.08200, 5.34514, 0.83195], [-3.28120, 6.08942, 0.62095], [-3.98453, 5.83212, -0.38462], [-3.58798, 6.97708, 1.45309], [-1.74470, 4.28849, -0.04591], [-0.60882, 3.53281, 0.19047], [1.50196, 2.04344, 1.33252], [3.86876, 1.94145, 1.02796], [6.11388, 2.99419, 1.14830], [4.31819, 6.88246, 1.48118], [2.05926, 5.87556, 1.34045], [0.61751, 5.27577, 2.88344], [-1.53840, 6.48053, 2.58081], [-2.40290, 4.09895, -0.89347], [-0.32081, 2.75399, -0.52201]], "atomic_forces_ev_per_a": [[0.0496, 0.1446, -0.2469], [0.0075, -0.4755, 0.4540], [0.3744, -0.0137, 0.1120], [0.3072, 0.1029, -0.3787], [-0.1171, 0.0545, 0.1645], [0.4142, 0.3660, -0.1112], [-0.3497, -0.5019, 0.1329], [-0.5101, 0.6812, -0.5540], [-0.0423, 0.6156, 0.0268], [0.4046, 0.4014, -0.2450], [0.4416, -0.2622, -0.0792], [0.4613, 2.0148, 1.2987], [-2.0073, 0.1085, -0.5104], [1.8535, -0.3163, -0.1668], [-1.1441, -0.5994, 0.2647], [-0.2961, 0.6278, -0.3358], [-0.3051, 0.5564, -0.0492], [0.8096, 0.6896, -0.2798], [-0.3557, -0.0463, 0.0579], [0.0399, -0.4583, 0.4460], [-0.0805, 0.1520, -0.2497], [0.2543, -0.4143, 0.3541], [-0.2725, 0.1634, -0.3952], [0.1015, -0.1199, 0.2390], [-0.3169, 0.3961, -0.2754], [0.2397, -0.7351, 0.1239], [0.6326, -0.4855, 0.0184], [-0.1805, -0.3256, 0.1144], [-0.1911, -0.4118, 0.3034], [-0.0514, 0.0404, 0.1054], [-0.0675, 0.0903, -0.0789], [-0.0390, 0.0268, -0.2057], [-0.2761, 0.0920, 0.0470], [-0.1406, 0.2039, -0.0883], [-0.0971, 0.0225, 0.2209], [0.0252, -0.0039, -0.0451], [-0.0408, -0.0361, 0.1251], [0.0356, -0.1530, -0.1679], [0.0042, -0.0925, 0.2871], [0.2942, -0.0088, -0.3369], [-0.2904, -0.7963, 0.8716], [-0.0262, 0.4315, 0.2327], [0.1031, -0.3626, -0.0348], [-0.3359, 0.1484, -0.1200], [0.0264, 0.0207, -0.1741], [0.2634, 0.0828, 0.0378], [0.0541, 0.0786, -0.0718], [0.0399, 0.0395, 0.0871], [-0.0570, 0.0067, 0.1451], [-0.0052, 0.0766, -0.2056], [0.0956, 0.0088, 0.1905], [0.1709, 0.1718, -0.0589], [0.0731, 0.0044, 0.0779], [0.0377, -0.0049, -0.0612], [0.0572, -0.0258, 0.1838], [-0.0441, -0.0485, -0.1441], [-0.0289, -0.2546, 0.0084], [-0.0370, -0.3603, -0.3524], [0.0388, 0.0360, 0.1427], [-0.0211, 0.1330, -0.2213], [0.5175, -1.3427, -0.9341], [0.5347, -0.1039, 0.1973], [-0.4136, -0.0596, -0.2216], [0.1951, 0.7518, 0.2789], [-0.9420, -0.7724, 0.3122], [2.1821, 0.8684, 0.3194], [-0.2476, -2.0554, -0.2377], [-1.6191, 1.3740, -0.4376], [0.4605, -0.2787, 0.0847], [0.1639, -0.3151, -0.2594], [-0.9266, 0.4044, 0.4392], [-0.2125, -0.0798, -0.5392], [-0.4918, 0.0679, -0.5409], [1.5438, -1.1858, 0.3065], [-2.5074, 1.6100, -0.4399], [1.4059, 0.3780, 1.8620], [0.6469, -1.6879, -1.5050], [-0.4823, 0.6065, 0.4238], [0.5998, 0.2345, 0.4184], [0.0475, 0.5674, -0.9999], [-0.0717, 0.4352, 0.2606], [-0.3315, 0.1510, -0.0032], [-0.1633, -0.3676, 0.0255], [0.1486, -0.2091, 0.1639], [-0.2678, -0.3448, -0.0253], [0.1715, -0.2707, -0.2275], [0.2408, -0.0146, 0.2488], [-0.1648, 0.1624, 0.4001]], "e_lumo_ev": -1.262, "multiplicity": 1, "orbital_gap_ha": 0.1942}



2.
{"formula": "C40H41CdN4O3P", "method": "ωB97M-V with the def2-TZVPD basis set", "elements": ["Cd", "C", "N", "C", "C", "C", "N", "C", "C", "C", "C", "C", "C", "C", "O", "C", "C", "C", "N", "C", "C", "C", "C", "C", "C", "C", "O", "H", "H", "H", "H", "H", "H", "H", "H", "H", "H", "H", "H", "H", "H", "H", "H", "H", "H", "H", "H", "H", "H", "H", "H", "H", "O", "N", "C", "C", "C", "C", "C", "C", "C", "P", "C", "C", "C", "C", "C", "C", "C", "C", "C", "C", "C", "C", "H", "H", "H", "H", "H", "H", "H", "H", "H", "H", "H", "H", "H", "H", "H", "H"], "coordinates": [[0.59255, -0.90067, -0.13500], [-0.91398, -0.25269, -2.76332], [-1.16882, -1.48959, -2.02836], [-0.84086, -2.62032, -2.89879], [-0.56083, -3.96246, -2.21738], [0.50076, -3.89300, -1.09665], [1.31147, -2.71279, -1.21648], [2.56218, -2.82546, -1.46290], [3.47947, -1.75244, -1.67138], [4.81020, -2.09916, -1.96447], [5.77833, -1.15938, -2.20513], [5.43285, 0.19239, -2.14243], [4.15483, 0.57121, -1.83572], [3.11078, -0.36869, -1.60048], [1.91941, 0.06563, -1.39973], [-2.55401, -1.51028, -1.56409], [-2.81556, -2.31236, -0.28648], [-2.31963, -1.61765, 0.98959], [-0.90033, -1.77551, 1.18085], [-0.53238, -2.60404, 2.09650], [0.77601, -2.96611, 2.50977], [0.85108, -4.02557, 3.43999], [2.03840, -4.48359, 3.93777], [3.22612, -3.86624, 3.52186], [3.20380, -2.82731, 2.63718], [1.98827, -2.31305, 2.08474], [2.04129, -1.31390, 1.30179], [-1.58108, -0.14432, -3.63356], [0.12211, -0.23419, -3.09716], [-1.05489, 0.60533, -2.10393], [0.05985, -2.34591, -3.45025], [-1.64687, -2.77967, -3.63737], [-0.20819, -4.63736, -3.00175], [-1.48156, -4.39215, -1.82091], [1.11614, -4.80944, -1.11030], [-0.00832, -3.84979, -0.12924], [2.99914, -3.83437, -1.54712], [5.06593, -3.14993, -1.99864], [6.79326, -1.45364, -2.42783], [6.18555, 0.94521, -2.33609], [3.90155, 1.61991, -1.77114], [-3.22431, -1.88800, -2.35713], [-2.85153, -0.47710, -1.35667], [-2.36566, -3.30293, -0.33677], [-3.89801, -2.44481, -0.20446], [-2.87091, -2.04479, 1.84664], [-2.55591, -0.55102, 0.93627], [-1.33941, -3.11477, 2.65589], [-0.07320, -4.49596, 3.75027], [2.06570, -5.30210, 4.64134], [4.16979, -4.22421, 3.90999], [4.11812, -2.34795, 2.31459], [-0.98134, 0.42312, 3.18493], [0.38429, 0.32859, 2.89762], [0.96045, 1.42274, 2.64218], [0.28140, 2.72973, 2.68245], [0.48971, 3.58639, 3.75578], [-0.22662, 4.76521, 3.85272], [-1.17242, 5.07986, 2.88748], [-1.38982, 4.22494, 1.82366], [-0.66568, 3.04313, 1.70826], [-0.81827, 1.92049, 0.24858], [-0.18960, 3.15235, -0.96567], [-0.94753, 4.16914, -1.53747], [-0.37899, 5.00940, -2.47729], [0.95220, 4.86834, -2.83083], [1.72522, 3.88972, -2.22680], [1.15627, 3.03611, -1.30028], [-2.63870, 1.98853, 0.02681], [-3.43137, 1.75470, 1.15088], [-4.80235, 1.61922, 1.03070], [-5.41037, 1.72980, -0.21054], [-4.63283, 1.95677, -1.33284], [-3.25584, 2.06665, -1.22006], [-1.21837, -0.48511, 3.41219], [2.01814, 1.35468, 2.42771], [1.20027, 3.30862, 4.51939], [-0.05811, 5.43634, 4.68169], [-1.74317, 5.99429, 2.97063], [-2.13390, 4.47328, 1.08040], [-1.98453, 4.30407, -1.27003], [-0.98271, 5.77362, -2.94455], [1.38360, 5.51868, -3.57648], [2.76626, 3.78142, -2.49634], [1.73817, 2.23783, -0.85687], [-2.95988, 1.67493, 2.12258], [-5.40011, 1.43128, 1.90996], [-6.48485, 1.65510, -0.30038], [-5.09504, 2.02839, -2.30649], [-2.66228, 2.22466, -2.10960]], "atomic_forces_ev_per_a": [[-1.3777, 0.6499, -0.3338], [-0.0027, 0.0835, -0.2085], [-0.2009, 0.1627, -0.0070], [0.1590, -0.3098, -0.0085], [0.0632, 0.1615, 0.0968], [-0.1829, -0.4409, -0.0281], [0.7733, -0.6124, -0.4015], [-0.4463, -0.6012, -0.0854], [0.3291, 0.6925, 0.0825], [-0.0938, 0.0526, 0.0654], [0.2207, -0.1087, -0.0358], [0.0147, -0.0756, 0.0428], [-0.2221, 0.0095, 0.0466], [0.8281, -0.2205, -0.3813], [0.1108, 0.7689, -0.4884], [-0.2928, -0.1590, 0.1850], [0.1052, 0.3136, -0.0047], [-0.6100, -0.2022, -0.1908], [-0.2093, -0.4671, 0.6169], [-0.4672, 0.0988, -0.0050], [0.5658, -0.0034, 0.0507], [0.1113, -0.0776, 0.0059], [-0.1979, -0.1695, 0.1518], [0.0138, 0.0683, -0.1156], [0.0302, 0.0580, -0.0826], [0.0971, -0.1881, 0.4400], [0.9858, -0.2401, 0.7631], [0.0097, 0.0246, 0.0242], [-0.0063, 0.0263, 0.0047], [-0.0422, -0.0273, -0.0985], [-0.0565, 0.0267, 0.0155], [0.0865, 0.1359, 0.0251], [-0.0677, 0.0211, -0.0185], [0.0184, -0.0981, -0.0528], [-0.1369, 0.1659, 0.0580], [0.0711, -0.0836, -0.0656], [-0.0842, 0.0783, -0.0415], [0.0085, -0.1213, -0.0132], [0.0387, -0.0483, -0.0341], [0.0283, 0.0636, 0.0250], [-0.0883, 0.0756, -0.0232], [0.1170, 0.1067, -0.0293], [-0.0298, -0.1299, -0.0817], [-0.0726, -0.0790, -0.0061], [0.0155, -0.0067, 0.0196], [0.1308, 0.1458, -0.1000], [-0.0115, -0.1321, 0.0461], [0.1712, 0.0765, -0.1356], [-0.1058, -0.0249, 0.0486], [-0.0284, -0.0475, 0.0396], [0.1019, 0.0138, 0.0095], [0.0277, 0.0530, -0.0215], [0.2034, 0.6096, -0.0041], [0.0291, -0.9388, 0.3719], [-0.2954, 0.2609, 0.2578], [-0.4577, 0.1208, -0.0611], [0.0590, 0.0823, -0.0398], [0.0183, -0.0154, -0.0050], [-0.0248, 0.0631, 0.0282], [0.0054, -0.0441, -0.0349], [0.2156, -0.2805, 0.1446], [-0.2157, 0.9689, -0.0449], [-0.0752, -0.3217, -0.1008], [0.0271, -0.0617, -0.0350], [-0.0726, 0.1370, -0.0454], [0.0915, -0.0335, 0.0062], [0.0697, 0.1596, -0.0814], [-0.0674, -0.1725, 0.1112], [0.0778, -0.2240, -0.0499], [0.0289, 0.0890, 0.0080], [-0.0699, 0.0390, 0.0523], [-0.0443, 0.0455, -0.0035], [-0.0352, -0.0768, -0.0808], [0.0890, 0.0510, 0.0640], [0.2109, 0.0778, -0.1152], [0.1193, -0.2149, -0.0378], [0.1096, 0.0198, 0.0904], [0.0095, 0.0289, 0.0858], [-0.0272, 0.0432, -0.0186], [-0.0486, 0.0368, -0.0467], [-0.0879, -0.0151, 0.0032], [-0.0462, 0.0976, -0.0138], [0.0552, 0.0724, -0.0682], [0.0688, -0.0246, 0.0000], [0.0337, -0.0046, -0.1077], [-0.0106, -0.0242, 0.0435], [-0.0617, 0.0073, 0.0979], [-0.0494, -0.0585, -0.0044], [-0.0422, 0.0405, -0.0803], [0.0105, 0.0009, -0.0506]], "e_lumo_ev": 0.533, "de_lowest_ev": 0.3512, "multiplicity": 1, "orbital_gap_ha": 0.2851}